Below is 3 unconnected molecules or ions with the total composition C6H18O3, with properties calculated with ωB97M-V with the def2-TZVPD basis set.

Results
Kohn-Sham gap (spin up / spin down)	10.621 / 3.184	eV
total charge	+1
ΔE to the lowest compared entry with this formula, charge and spin	29.4	kcal/mol
multiplicity	2
E_LUMO (spin up / spin down)	-3.08 / -10.12	eV

Positions of all 27 atoms, in Å:
C: 22.1078 6.9964 -5.0494
C: 21.2650 7.9312 -5.8674
O: 20.4946 7.1989 -6.8114
H: 22.9592 7.5494 -4.6529
H: 22.6936 6.2376 -5.5683
H: 21.6041 6.5307 -4.2023
H: 21.8825 8.6892 -6.3493
H: 20.5866 8.4455 -5.1866
H: 20.0746 7.9078 -7.3041
C: 22.2003 11.4238 -4.6069
C: 23.5546 10.9567 -4.1783
O: 23.3441 10.0578 -3.0676
H: 21.6053 10.5344 -4.8148
H: 22.2592 12.1052 -5.4556
H: 21.7891 11.9925 -3.7729
H: 24.1936 11.8094 -3.9488
H: 24.0500 10.5062 -5.0384
H: 23.9473 9.3110 -3.0713
C: 25.7949 6.3598 -3.8447
C: 25.7739 7.0526 -2.4696
O: 24.4537 7.4051 -2.1020
H: 25.2689 5.4052 -3.8340
H: 26.8526 6.1227 -3.9594
H: 25.5081 6.9572 -4.7101
H: 26.5361 7.8298 -2.5242
H: 26.1983 6.4498 -1.6667
H: 23.9713 6.5953 -1.9200

Forces on atoms 1 to 3 (eV/Å):
1.263 -0.127 0.545
-0.207 -1.036 0.081
0.447 0.812 0.320

=====

Below is 4 unconnected molecules or ions with the total composition C6H18O3, with properties calculated with ωB97M-V with the def2-TZVPD basis set.

Results
Kohn-Sham gap (spin up / spin down)	8.909 / 5.195	eV
total charge	+1
ΔE to the lowest compared entry with this formula, charge and spin	31.5	kcal/mol
multiplicity	2
E_LUMO (spin up / spin down)	-4.89 / -8.60	eV

Positions of all 27 atoms, in Å:
C: -0.7372 3.1044 0.9086
C: -0.0021 1.7432 0.7775
C: 0.0006 0.9085 2.1148
C: 0.1214 -0.5055 1.5876
C: -1.0547 -1.2073 1.4000
C: 1.3425 -1.1976 1.1177
H: -1.5970 3.2636 0.2659
H: -0.1903 4.0265 0.9606
H: -1.3467 2.9382 1.8357
H: -0.3580 1.1093 -0.0621
H: 1.0658 1.7791 0.6544
H: 0.8180 1.0461 2.8375
H: -0.9737 1.2087 2.5756
H: -0.9997 -2.0322 0.6406
H: -2.0932 -0.8332 1.4891
H: 2.0424 -1.1041 1.9485
H: 1.4672 -2.3332 1.1436
H: 1.7323 -0.8472 0.1366
H: -0.7608 -0.9104 -2.6579
H: -0.6952 0.2009 -3.6118
O: -1.3573 -0.3776 -3.2121
H: -0.3630 -3.1363 -0.9807
H: -1.0879 -1.9341 -0.6161
O: -1.0585 -2.5512 -1.3917
H: 3.2906 0.3923 -1.8740
H: 2.0169 1.1214 -1.4353
O: 2.3546 0.2559 -1.6906

Forces on atoms 1 to 3 (eV/Å):
-1.868 -1.599 1.549
0.810 0.171 -0.437
-0.377 -1.240 0.257

=====

Below is 3 unconnected molecules or ions with the total composition C6H18O6, with properties calculated with ωB97M-V with the def2-TZVPD basis set.

Results
Kohn-Sham gap	9.912	eV
total charge	0
ΔE to the lowest compared entry with this formula, charge and spin	75.3	kcal/mol
E_LUMO	0.60	eV

Positions of all 30 atoms, in Å:
O: 30.2668 -24.4184 -23.9294
C: 30.9172 -25.2754 -24.9397
C: 31.8003 -26.2375 -24.2888
O: 31.3046 -27.3943 -23.7531
H: 29.8390 -24.9773 -23.2765
H: 30.1468 -25.8867 -25.4097
H: 31.3984 -24.6624 -25.7018
H: 32.3470 -25.6779 -23.5297
H: 32.5468 -26.5690 -25.0106
H: 32.0021 -28.0497 -23.8276
O: 27.9057 -18.2173 -22.1859
C: 29.1797 -18.3004 -21.4143
C: 30.4225 -18.2367 -22.3384
O: 31.5607 -18.3972 -21.6036
H: 27.2041 -17.7034 -21.7794
H: 29.1401 -17.3839 -20.8256
H: 29.2205 -19.1483 -20.7306
H: 30.3430 -17.3488 -22.9656
H: 30.5906 -19.0081 -23.0899
H: 32.0552 -17.5744 -21.5977
O: 28.1977 -22.9089 -24.3422
C: 28.3052 -21.7219 -23.5260
C: 28.8778 -22.0803 -22.0740
O: 28.0033 -22.8742 -21.3220
H: 29.0919 -23.2358 -24.4652
H: 28.9042 -20.9310 -23.9775
H: 27.3130 -21.2710 -23.5063
H: 28.9997 -21.2879 -21.3356
H: 29.8433 -22.5737 -22.1857
H: 27.8328 -23.7050 -21.7717

Forces on atoms 1 to 3 (eV/Å):
1.254 -0.337 -1.226
-2.566 -0.121 0.793
3.720 0.700 -0.356

=====

Below is 2 unconnected molecules or ions with the total composition C6H19N2OSi, with properties calculated with ωB97M-V with the def2-TZVPD basis set.

Results
Kohn-Sham gap	10.597	eV
total charge	+1
ΔE to the lowest compared entry with this formula, charge and spin	0.0	kcal/mol
E_LUMO	-2.85	eV

Positions of all 29 atoms, in Å:
C: 0.9014 1.3309 0.4656
C: 1.9074 -0.5979 -1.1206
C: -0.2251 -1.7867 -1.0789
C: -1.9821 0.6498 -1.8356
C: -1.7950 2.2952 -0.1258
C: 0.0488 0.6377 -0.5005
N: 0.4354 -0.4709 -1.1039
N: -1.0906 1.2219 -0.7896
O: 1.1977 -0.4176 2.8379
Si: 0.6561 -1.9604 2.8640
H: 0.1027 1.5710 1.2853
H: 1.3122 2.2597 0.0828
H: 1.8068 0.7747 0.9295
H: 2.3744 -1.2100 -0.3018
H: 2.0357 -1.0963 -2.0373
H: 2.2467 0.4180 -1.2062
H: 0.2641 -2.5200 -0.3922
H: -1.1021 -1.4687 -0.6383
H: -0.2660 -2.2116 -2.0814
H: -1.4855 -0.0430 -2.5701
H: -2.7847 0.1872 -1.3938
H: -2.3889 1.4661 -2.4573
H: -2.1131 3.1194 -0.7820
H: -2.5672 1.9342 0.4387
H: -1.1793 2.8752 0.5412
H: 2.1165 -0.0978 3.0282
H: 1.4315 -2.4523 1.6017
H: 0.7953 -2.7696 4.0313
H: -0.6531 -1.6380 2.3092

Forces on atoms 1 to 3 (eV/Å):
0.456 0.365 2.943
-0.591 -0.199 0.420
1.153 0.259 -0.195

=====

Below is 2 unconnected molecules or ions with the total composition C6H19N4, with properties calculated with ωB97M-V with the def2-TZVPD basis set.

Results
Kohn-Sham gap	8.809	eV
total charge	+1
ΔE to the lowest compared entry with this formula, charge and spin	39.9	kcal/mol
E_LUMO	-2.69	eV

Positions of all 29 atoms, in Å:
C: -0.7012 1.0212 2.0142
C: 1.3088 2.2318 2.5622
C: -3.1857 -1.1920 -1.0372
C: -1.5958 -2.7504 -2.2349
C: 2.6146 0.9357 0.0920
C: 1.2002 0.7511 0.5269
N: 2.9802 0.3392 -1.2150
N: 0.4418 -0.0172 -0.2239
N: 0.6339 1.2321 1.6390
N: -1.9695 -1.4513 -1.8181
H: -0.5756 0.7993 3.0468
H: -1.3333 1.9126 1.9824
H: -1.0319 0.2422 1.3108
H: 1.4841 1.6717 3.5150
H: 2.2455 2.5757 2.3447
H: 0.6305 2.9649 2.7577
H: -4.1801 -1.2701 -1.6610
H: -3.2305 -1.8260 -0.0359
H: -2.9799 -0.0808 -0.7270
H: -1.8815 -3.0194 -3.3455
H: -0.4773 -2.9288 -2.1573
H: -2.0013 -3.4940 -1.5029
H: 3.3070 0.5337 0.8135
H: 2.7955 2.0096 0.1271
H: 3.3085 -0.6390 -1.2018
H: 3.5667 0.8893 -1.8569
H: 0.7755 -0.2035 -1.1301
H: -0.4326 -0.4725 -0.1243
H: -1.7167 -0.7651 -2.4604

Forces on atoms 1 to 3 (eV/Å):
-0.806 -0.622 -0.785
-0.628 -4.814 1.125
-0.189 1.192 0.446

=====

Below is a molecular structure, C6H19N5O3Pb, with properties calculated with ωB97M-V with the def2-TZVPD basis set.

Results
Kohn-Sham gap	9.204	eV
total charge	+2
E_LUMO	-7.28	eV

Positions of all 34 atoms, in Å:
Pb: 1.0494 -0.9618 0.1666
C: 0.6822 -3.3090 -2.6769
O: 0.7710 -2.4904 -1.7246
N: 0.7991 -2.9009 -3.9587
N: 0.4728 -4.6256 -2.4630
H: 1.0932 -1.9567 -4.1320
H: 0.7466 -3.5349 -4.7376
H: 0.4401 -4.9113 -1.5011
H: 0.5535 -5.2749 -3.2255
C: -0.0754 -0.2594 3.5898
O: 0.7058 -0.3894 2.6095
N: -1.4139 -0.4438 3.4951
N: 0.4049 0.2247 4.7567
H: -1.9499 -0.4790 4.3467
H: -1.7613 -0.9041 2.6734
H: 1.3490 0.5687 4.7682
H: -0.0871 0.1276 5.6282
C: 0.1919 3.7179 0.4857
C: 0.0363 2.2016 0.4390
C: -0.4819 1.7878 -0.9189
O: -0.6130 0.3724 -1.0005
C: -1.4952 -0.0271 -2.0661
N: 1.3790 1.5244 0.6542
H: -0.7891 4.1885 0.3978
H: 0.7914 4.1031 -0.3403
H: 0.6260 4.0098 1.4407
H: -0.6390 1.8429 1.2177
H: 0.1844 2.2260 -1.6763
H: -1.4335 2.2872 -1.1221
H: -1.0852 0.2734 -3.0284
H: -2.5071 0.3276 -1.8839
H: -1.5404 -1.1177 -2.0674
H: 2.0282 2.1720 0.2048
H: 1.5672 1.6305 1.6492

Forces on atoms 1 to 3 (eV/Å):
0.151 0.392 0.460
0.198 -0.427 -0.556
-0.140 0.010 -0.009

=====

no.,E_tot (eV)
1,-12644.8918
2,-12644.8007
3,-18795.8711
4,-19427.8797
5,-12482.7321
6,-25359.3959